Formula: C7H11NO2S
Source: OMol25
Level of theory: ωB97M-V/def2-TZVPD

Computed properties:
ΔE to the lowest compared entry with this formula, charge and spin = 76.1 kcal/mol
strongest force on any atom = 4.09 eV Å⁻¹
E_tot = -23853.6198 eV

The geometry in ORCA input format:
```
! RIJCOSX wB97M-V def2-TZVPD def2/J DEFGRID3
* xyz 0 1
C 1.60043 1.34005 -0.83572
C 2.62346 0.75163 -1.55497
C 1.38027 0.67688 0.36321
C -0.48482 -2.02499 0.60471
C -1.65020 -0.03643 -0.78297
C 0.24713 0.86002 1.16437
C -1.35511 -0.82169 0.44107
N 2.15888 -0.41910 0.60026
O -0.56689 2.03589 0.89958
O -2.26646 -0.73106 1.38296
S 3.16346 -0.61695 -0.68501
H 1.25150 2.37937 -1.16788
H 3.25393 1.03085 -2.35302
H 0.40748 -1.95741 1.18547
H -0.16944 -2.54727 -0.41359
H -1.13911 -2.75455 1.04701
H -0.86347 -0.43528 -1.53524
H -1.79260 1.02116 -0.53381
H -2.66234 -0.34573 -1.28366
H 0.09354 0.43409 2.14821
H -0.04215 2.60710 0.25209
H -3.18749 -0.44661 1.05693
*
```


Formula: C34H34N5O2Rh
Source: OMol25
Level of theory: ωB97M-V/def2-TZVPD

Computed properties:
strongest force on any atom = 2.77 eV Å⁻¹
E_tot = -50361.0263 eV

The geometry in ORCA input format:
```
! RIJCOSX wB97M-V def2-TZVPD def2/J DEFGRID3
* xyz 0 5
Rh 1.23782 -1.25210 -0.82372
C 2.22512 -0.88300 -4.84172
C 2.42842 -0.64700 -3.36042
O 1.38812 -0.39690 -2.65602
C 3.75092 -0.71560 -2.85362
C 4.15622 -0.76450 -1.52742
C 5.60482 -0.92570 -1.16602
N 3.25712 -0.77810 -0.49912
N 3.66292 -0.89380 0.73098
C 2.68022 -1.26380 1.58388
O 1.58272 -1.73730 1.10328
C 2.81072 -1.12550 3.01528
C 1.63312 -1.16420 3.78258
C 1.68482 -1.04930 5.15118
C 2.90982 -0.92610 5.79548
C 4.07922 -0.89010 5.04678
C 4.04022 -0.97670 3.67048
H 1.15922 -0.93620 -5.05782
H 2.69922 -1.81360 -5.15352
H 2.65952 -0.07240 -5.42862
H 4.52462 -0.80180 -3.60172
H 6.22672 -0.98670 -2.05432
H 5.73712 -1.82750 -0.56602
H 5.92972 -0.08350 -0.55442
H 0.69212 -1.28120 3.26648
H 0.77162 -1.05630 5.72938
H 2.95102 -0.86000 6.87308
H 5.03082 -0.79520 5.55058
H 4.94972 -0.95920 3.08898
C -4.08288 3.24320 1.34738
C -4.44618 2.53890 0.07608
C -5.64918 2.78550 -0.56612
C -5.98738 2.12800 -1.73632
C -5.10618 1.21590 -2.29132
C -3.89378 0.96360 -1.67552
C -3.55978 1.61540 -0.49312
N -2.32378 1.40420 0.13568
C -1.48598 0.31970 -0.08742
N -2.13278 -0.86280 -0.06032
C -1.70518 -2.16700 -0.33372
C -0.39508 -2.47120 -0.70512
C -0.05318 -3.81160 -0.89082
C -0.98848 -4.82110 -0.75052
C -2.29848 -4.49340 -0.43812
C -2.67748 -3.17720 -0.23482
C -4.10768 -2.84540 0.09008
N -0.20638 0.48490 -0.17342
C 0.28492 1.77520 -0.42602
C -0.06488 2.40090 -1.62592
C 0.37012 3.67850 -1.90302
C 1.17372 4.34630 -0.99272
C 1.53042 3.72760 0.19288
C 1.08802 2.44960 0.50478
C 1.44932 1.81260 1.80758
H -4.93048 3.80390 1.73338
H -3.26018 3.94080 1.18118
H -3.76638 2.52480 2.10248
H -6.32998 3.50930 -0.14122
H -6.93078 2.33540 -2.21762
H -5.35168 0.71430 -3.21472
H -3.18688 0.28090 -2.12322
H -1.83928 2.25350 0.39908
H -3.11408 -0.78320 0.16688
H 0.97582 -4.07160 -1.13932
H -0.70168 -5.85480 -0.88292
H -3.03778 -5.27610 -0.34632
H -4.71438 -3.74650 0.07138
H -4.52298 -2.14980 -0.64052
H -4.20258 -2.40550 1.08368
H -0.67528 1.85940 -2.33352
H 0.07052 4.15730 -2.82252
H 1.51322 5.34920 -1.20162
H 2.15092 4.25590 0.90358
H 1.66262 2.56530 2.56378
H 2.34272 1.20080 1.68568
H 0.65282 1.15990 2.15848
*
```


> Among the records above, which one has the highest strongest force on any atom?

C7H11NO2S


> The highest E_tot belongs to which entry?

C7H11NO2S


> Number 2 is which compound?

C34H34N5O2Rh


> Which of these has the lowest E_tot?

C34H34N5O2Rh